Record 1
DFT (ωB97M-V/def2-TZVPD) results for a cluster of 2 separate species, C4H6OS in total.

Values from the calculation:
* HOMO energy: -8.01 eV
* gap between HOMO and LUMO: 0.2642 hartree
* total energy: -629.3196 a.u.
* largest force on an atom: 0.0638 hartree/bohr
* energy above the lowest of the compared OMol25 structures with the same formula, charge and spin: 3.472 eV

Geometry (Å):
1 C -1.0431 -1.3250 -0.7871
2 C -0.6755 -1.7031 0.4327
3 C 1.5538 0.0216 0.3276
4 C 0.9805 1.3183 0.6010
5 O 0.3033 -1.2810 1.1833
6 S 2.7642 -0.6724 -0.3522
7 H -1.8950 -1.7764 -1.2595
8 H -0.4856 -0.5952 -1.3457
9 H -1.2508 -2.4730 0.9507
10 H 1.7645 2.0134 0.9103
11 H 0.2112 1.2538 1.3680
12 H 0.5185 1.6982 -0.3190

Atomic forces in eV per Å
C -0.06 0.02 -0.28
C -0.51 -0.25 -0.07
C -0.96 -2.62 0.42
C -0.50 0.56 0.28
O 2.48 2.11 -0.41
S -0.49 0.23 0.35
H -0.16 -0.10 -0.08
H 0.16 0.25 -0.18
H -0.07 -0.05 -0.03
H -0.02 -0.04 -0.08
H 0.05 -0.03 -0.03
H 0.07 -0.07 0.11

=====

Record 2
DFT (ωB97M-V/def2-TZVPD) results for a structure of composition C46H49F3N2OOsSSb2.

Values from the calculation:
* HOMO energy (spin up / spin down): -16.84 / -17.07 eV
* gap between HOMO and LUMO (spin up / spin down): 0.2304 / 0.1215 hartree
* charge: +4
* total energy: -3234.4132 a.u.
* largest force on an atom: 0.0089 hartree/bohr
* multiplicity: 5
* ⟨S²⟩: 6.036

Geometry (Å):
1 Os -1.4919 0.8752 1.7499
2 S -0.6772 -1.0519 2.6928
3 C -0.0632 -0.7171 4.3022
4 N 0.7509 -1.5600 4.8989
5 C 1.1239 -1.1160 6.2560
6 C 0.2750 0.1629 6.4244
7 N -0.3304 0.3212 5.0807
8 H 1.0831 -2.4101 4.4702
9 H 2.1917 -0.9111 6.2964
10 H 0.8838 -1.8847 6.9863
11 H 0.8784 1.0324 6.6702
12 H -0.5066 0.0503 7.1731
13 H -1.0929 0.9532 4.9043
14 C -0.0692 2.9885 2.6198
15 C -0.4925 3.4788 1.2507
16 O -1.7523 2.8081 0.9734
17 C -2.5585 3.3839 -0.1186
18 C -2.0068 3.0169 -1.4699
19 H 0.9208 3.3619 2.8838
20 H 0.0851 1.8717 2.6696
21 H -0.7729 3.2968 3.3920
22 H 0.2320 3.2111 0.4805
23 H -0.6540 4.5561 1.2315
24 H -2.5712 4.4597 0.0540
25 H -3.5581 2.9920 0.0446
26 H -0.9645 3.3140 -1.5868
27 H -2.5783 3.5367 -2.2397
28 H -2.0921 1.9436 -1.6536
29 C 4.5418 3.1593 -0.3399
30 C 4.5170 2.5850 -1.7312
31 C 5.0217 3.3485 -2.7794
32 C 5.0610 2.8571 -4.0753
33 C 4.6026 1.5763 -4.3575
34 C 4.0926 0.7931 -3.3382
35 C 4.0605 1.2928 -2.0313
36 Sb 3.5633 0.0409 -0.4291
37 C 2.8668 -1.7657 -1.2331
38 C 2.0278 -1.6511 -2.3497
39 C 1.6828 -2.7750 -3.0757
40 C 2.1536 -4.0181 -2.6664
41 C 2.9306 -4.1336 -1.5249
42 C 3.2913 -3.0190 -0.7683
43 C 4.1219 -3.2171 0.4699
44 C 5.4051 -0.1598 0.5719
45 C 6.4934 -0.3873 -0.2703
46 C 7.7565 -0.5334 0.2806
47 C 7.9200 -0.4305 1.6552
48 C 6.8300 -0.1887 2.4773
49 C 5.5476 -0.0462 1.9529
50 C 4.3957 0.2456 2.8775
51 H 5.5451 3.0984 0.0867
52 H 3.8604 2.6453 0.3468
53 H 4.2562 4.2108 -0.3517
54 H 5.3941 4.3449 -2.5750
55 H 5.4561 3.4761 -4.8698
56 H 4.6548 1.1860 -5.3647
57 H 3.7684 -0.2142 -3.5596
58 H 1.6795 -0.6776 -2.6775
59 H 1.0836 -2.6842 -3.9722
60 H 1.9124 -4.9039 -3.2399
61 H 3.2774 -5.1111 -1.2125
62 H 3.8617 -4.1610 0.9469
63 H 3.9841 -2.4189 1.2003
64 H 5.1865 -3.2574 0.2301
65 H 6.3696 -0.4515 -1.3456
66 H 8.6068 -0.7201 -0.3612
67 H 8.9049 -0.5348 2.0900
68 H 6.9781 -0.1068 3.5473
69 H 4.5218 -0.2777 3.8255
70 H 3.4368 -0.0652 2.4460
71 H 4.3342 1.3141 3.1000
72 F -6.6238 -4.9110 3.2574
73 C -5.8817 -4.0286 2.6929
74 C -5.0687 -3.2026 3.5277
75 C -4.2834 -2.2635 2.9282
76 C -4.2760 -2.1274 1.5168
77 C -5.1118 -2.9665 0.7133
78 C -5.9074 -3.9142 1.2791
79 Sb -3.2502 -0.5370 0.4742
80 C -4.9687 0.5200 -0.0685
81 C -5.6630 0.2120 -1.2418
82 C -6.8460 0.8664 -1.5360
83 C -7.3257 1.8104 -0.6384
84 F -8.4494 2.4383 -0.9170
85 C -6.6686 2.1160 0.5472
86 C -5.4855 1.4598 0.8296
87 C -2.5843 -1.5835 -1.2043
88 C -2.5823 -0.9814 -2.4624
89 C -2.1775 -1.7026 -3.5739
90 C -1.7797 -3.0175 -3.3994
91 F -1.3768 -3.7064 -4.4563
92 C -1.7726 -3.6399 -2.1626
93 C -2.1769 -2.9111 -1.0583
94 H -5.1104 -3.3516 4.5993
95 H -3.6610 -1.6197 3.5354
96 H -5.1127 -2.8491 -0.3639
97 H -6.5551 -4.5669 0.7070
98 H -5.2878 -0.5277 -1.9391
99 H -7.4034 0.6592 -2.4397
100 H -7.0959 2.8482 1.2191
101 H -4.9728 1.6867 1.7597
102 H -2.9067 0.0438 -2.5958
103 H -2.1743 -1.2718 -4.5664
104 H -1.4551 -4.6710 -2.0862
105 H -2.1616 -3.3908 -0.0852

Atomic forces in eV per Å
Os 0.23 0.18 0.35
S -0.35 -0.10 0.08
C 0.19 -0.02 -0.12
N -0.05 -0.01 0.04
C 0.01 -0.01 -0.01
C 0.00 0.01 0.00
N 0.00 0.00 0.03
H 0.04 0.02 -0.02
H 0.00 0.00 0.00
H 0.00 0.01 0.01
H 0.00 0.00 0.01
H 0.00 -0.01 -0.01
H 0.01 0.00 -0.02
C -0.14 -0.04 -0.02
C -0.02 0.05 0.05
O -0.13 -0.11 -0.12
C 0.07 -0.01 -0.07
C 0.00 0.00 -0.01
H 0.01 -0.03 -0.01
H 0.05 -0.01 -0.04
H 0.01 0.02 0.00
H -0.01 0.03 -0.02
H -0.02 0.00 0.06
H 0.03 0.00 0.01
H -0.01 0.01 -0.01
H -0.01 0.03 -0.01
H -0.02 -0.02 0.00
H 0.04 -0.01 0.02
C 0.01 0.00 0.02
C 0.00 -0.01 -0.01
C -0.02 0.00 -0.01
C 0.00 0.00 0.00
C 0.01 0.00 -0.01
C 0.04 -0.03 0.02
C -0.02 0.09 -0.02
Sb 0.19 -0.02 -0.13
C -0.06 -0.06 -0.01
C 0.03 0.02 0.00
C 0.01 0.01 -0.01
C 0.00 0.00 0.00
C -0.03 0.00 0.01
C 0.00 0.00 0.00
C 0.02 0.00 -0.01
C 0.01 0.03 0.04
C 0.01 0.04 0.01
C 0.01 0.00 0.00
C 0.01 0.00 0.00
C -0.01 -0.02 0.00
C 0.01 -0.04 0.00
C -0.01 0.00 0.01
H 0.00 -0.01 0.00
H -0.01 0.01 -0.01
H 0.01 0.00 0.00
H -0.01 0.00 0.00
H 0.01 0.00 0.00
H -0.01 0.00 0.00
H -0.01 0.00 0.00
H 0.01 0.00 -0.01
H 0.00 0.00 0.01
H 0.00 0.00 -0.01
H 0.00 0.00 0.01
H 0.02 -0.01 -0.01
H -0.02 -0.01 0.00
H 0.00 0.02 0.00
H 0.00 0.01 0.00
H 0.00 0.00 0.00
H 0.00 0.00 0.00
H 0.00 0.01 0.00
H 0.01 0.01 0.00
H 0.01 -0.01 0.01
H 0.00 0.00 -0.01
F 0.00 0.00 0.00
C 0.02 0.02 -0.01
C -0.02 -0.03 -0.02
C 0.00 0.03 -0.02
C -0.05 -0.02 0.04
C 0.01 0.02 -0.03
C -0.01 0.00 0.03
Sb 0.03 0.14 -0.06
C -0.09 -0.05 0.03
C 0.02 0.01 -0.03
C 0.00 0.00 0.01
C 0.00 0.00 0.00
F -0.01 -0.01 0.00
C 0.00 -0.01 -0.02
C -0.01 -0.01 0.02
C -0.07 -0.09 0.00
C 0.01 -0.01 -0.04
C 0.00 0.04 0.01
C 0.01 0.00 -0.01
F 0.01 -0.02 -0.04
C 0.01 0.00 0.05
C 0.08 -0.01 0.02
H -0.01 0.00 0.00
H 0.01 -0.01 0.00
H 0.01 0.01 0.00
H 0.00 -0.01 0.01
H 0.01 0.00 0.00
H 0.00 0.01 0.00
H 0.00 0.00 0.00
H 0.01 0.01 -0.01
H -0.03 -0.01 -0.01
H -0.01 0.01 0.01
H 0.00 0.00 0.02
H -0.02 -0.01 0.00

=====

Record 3
DFT (ωB97M-V/def2-TZVPD) results for a structure of composition C38H35BF6O3S.

Values from the calculation:
* HOMO energy: -7.10 eV
* gap between HOMO and LUMO: 0.2495 hartree
* total energy: -2716.9063 a.u.
* largest force on an atom: 0.0795 hartree/bohr
* energy above the lowest of the compared OMol25 structures with the same formula, charge and spin: 5.787 eV

Geometry (Å):
1 C -2.9236 5.1350 -1.9995
2 C -2.2278 3.8462 -1.5674
3 C -2.8976 2.6464 -1.7486
4 C -2.0937 1.5139 -1.2490
5 C -0.6821 1.7442 -1.2634
6 B -0.5689 1.5696 1.5202
7 C 0.8393 2.2149 1.7350
8 C 1.0179 3.0667 2.8390
9 C 2.2802 3.5516 3.1602
10 C 2.3977 4.4735 4.3522
11 F 3.6844 4.8222 4.6158
12 F 1.6933 5.6340 4.1578
13 F 1.8958 3.8738 5.4765
14 C 3.4043 3.2007 2.4204
15 C 3.2375 2.3528 1.3226
16 C 4.4353 1.9756 0.4983
17 F 4.4289 0.6302 0.1995
18 F 4.4608 2.6545 -0.7009
19 F 5.6197 2.2481 1.1309
20 C 1.9741 1.8694 0.9798
21 O -1.6913 2.2858 1.9272
22 C -2.5005 1.2634 2.5859
23 C -2.6964 1.5238 4.0791
24 C -3.8501 1.3953 1.9137
25 C -1.7468 -0.1092 2.3142
26 C -0.9682 -0.6070 3.5301
27 C -2.5774 -1.2044 1.7151
28 O -0.7650 0.2192 1.2909
29 S -0.4731 3.5854 -1.0782
30 H -3.3053 5.0221 -3.0355
31 H -3.8317 5.3404 -1.3938
32 H -2.2656 5.9971 -1.9456
33 H -3.9455 2.5309 -2.1524
34 H -2.6480 0.5599 -1.0820
35 H 0.1640 3.3842 3.4268
36 H 4.3924 3.5649 2.6792
37 H 1.7803 1.2939 0.0772
38 H -3.3460 0.7470 4.5219
39 H -1.7784 1.5241 4.6789
40 H -3.2050 2.4672 4.2741
41 H -4.5899 0.7052 2.3324
42 H -4.2080 2.4187 2.0752
43 H -3.7357 1.2498 0.8349
44 H -1.6184 -0.9624 4.3486
45 H -0.3352 -1.4539 3.2407
46 H -0.2874 0.1481 3.9434
47 H -3.3921 -1.5263 2.3670
48 H -2.9972 -0.8968 0.7458
49 H -1.9432 -2.0632 1.4970
50 C 0.6504 -8.0369 -2.1889
51 C 1.2535 -6.7714 -2.2198
52 C 0.4751 -5.6092 -2.0415
53 C -0.9062 -5.7212 -1.8671
54 O -1.7488 -4.6203 -1.7660
55 C -1.2049 -3.3418 -1.5764
56 C -1.7391 -2.3183 -2.3590
57 C -1.2076 -1.0378 -2.2953
58 C -0.1449 -0.7220 -1.4337
59 C 0.5983 0.4965 -1.6565
60 C 1.9287 0.3909 -2.1606
61 C 2.4726 1.5458 -2.8042
62 C 3.6575 1.4387 -3.5119
63 C 4.3390 0.2146 -3.5497
64 C 3.8306 -0.9203 -2.8933
65 C 2.6490 -0.8379 -2.1858
66 C 0.2273 -1.7035 -0.4788
67 C -0.2711 -3.0056 -0.5782
68 C -1.5199 -6.9794 -1.8981
69 C -0.7444 -8.1350 -2.0320
70 H 1.2788 -8.9275 -2.2747
71 H 2.3308 -6.6489 -2.3810
72 H 0.9414 -4.6234 -2.0561
73 H -2.5299 -2.5167 -3.0689
74 H -1.5049 -0.2890 -3.0285
75 H 0.1401 1.4418 -2.2303
76 H 1.8824 2.4692 -2.8184
77 H 4.0467 2.3307 -4.0125
78 H 5.2903 0.1488 -4.0799
79 H 4.3662 -1.8772 -2.9194
80 H 2.2124 -1.7384 -1.7212
81 H 1.0390 -1.5252 0.2494
82 H 0.0964 -3.8101 0.0621
83 H -2.5976 -7.0589 -1.8019
84 H -1.1979 -9.1274 -2.0130

Atomic forces in eV per Å
C 0.02 -0.09 0.17
C -0.52 -1.11 -1.04
C 1.66 0.23 1.88
C 0.65 -0.35 -1.76
C -1.40 1.79 2.80
B -0.12 0.65 -0.14
C 0.85 0.26 -0.02
C 0.03 -0.14 -0.57
C 0.23 0.16 0.18
C 0.00 0.19 0.20
F -0.89 -0.16 -0.08
F 0.55 -0.93 0.34
F 0.34 0.66 -0.72
C -0.27 -0.23 -0.17
C -0.15 0.10 0.19
C 0.61 -0.42 -0.78
F 0.14 1.45 0.23
F 0.10 -0.71 1.20
F -1.05 -0.30 -0.62
C -0.33 0.43 0.19
O 0.98 -1.29 1.14
C -0.81 0.03 -0.17
C 0.11 -0.04 0.56
C -0.32 -0.10 -0.21
C 0.12 0.15 -0.18
C 0.21 -0.41 0.41
C -0.63 -0.34 -0.44
O 0.09 0.97 1.16
S -2.09 -1.32 -1.38
H 0.49 0.07 0.47
H 0.70 -0.16 -0.06
H -0.04 0.13 -0.08
H 1.33 0.26 0.79
H 1.18 0.65 -0.37
H -0.02 -0.10 -0.02
H -0.19 -0.01 0.02
H 0.55 -0.10 0.40
H 0.25 0.16 -0.34
H -0.09 0.06 -0.33
H 0.03 0.13 -0.28
H 0.09 0.02 -0.19
H 0.07 -0.18 -0.04
H -0.21 -0.04 0.21
H 0.14 0.23 -0.39
H -0.18 0.11 -0.13
H -0.21 -0.03 -0.16
H 0.02 0.03 0.02
H 0.04 0.00 0.36
H 0.04 -0.02 0.15
C 0.04 0.43 0.05
C -0.60 0.25 0.17
C 0.19 -0.45 -0.13
C 0.16 0.03 -0.32
O 0.66 0.26 0.34
C -0.41 0.39 0.30
C 0.09 -0.14 0.01
C 0.85 -0.32 -0.11
C -1.23 -1.74 -0.13
C -3.47 1.87 1.07
C 2.23 1.48 -0.24
C -0.10 -1.17 0.03
C 0.08 -0.03 0.27
C 0.17 -0.21 0.09
C 0.53 0.55 -0.35
C -1.08 0.36 0.19
C 0.42 -0.07 -0.63
C -0.31 -0.39 -0.37
C 0.27 -0.23 0.15
C 0.63 0.37 -0.03
H -0.35 0.26 -0.04
H -0.46 -0.19 0.12
H -0.09 -0.38 -0.06
H 0.03 -0.25 -0.04
H -0.09 -0.26 0.16
H 0.12 -2.22 -2.28
H 0.34 -0.25 0.06
H 0.00 -0.45 0.10
H -0.30 -0.01 0.09
H -0.17 0.49 -0.08
H 0.44 0.71 -0.31
H -0.66 0.12 -0.45
H -0.05 0.37 -0.03
H 0.10 0.13 0.02
H -0.03 0.38 -0.03